1.
Here is a cluster of 2 separate species, C2H7S2 in total at a distorted geometry from the Open Molecules 2025 dataset. Energies are from ωB97M-V/def2-TZVPD.

Structure (XYZ):
```
11
Properties=species:S:1:pos:R:3:nbo_charge:R:1
S 0.94 1.20 0.98 0.09
S -0.92 -1.48 -1.10 -1.06
C -0.61 0.31 1.34 -0.76
C 1.23 0.61 -0.73 -0.75
H 1.36 -0.45 -0.78 0.25
H 0.29 0.77 -1.32 0.24
H -0.89 0.67 2.33 0.19
H -1.63 -2.62 -1.33 0.10
H 2.07 1.15 -1.15 0.20
H -1.36 0.61 0.56 0.23
H -0.47 -0.78 1.20 0.27
```

As for the spin multiplicity: 1. The charge is -1. For the HOMO energy, the calculation gives -2.786 eV. The LUMO energy comes out at 3.5 eV.

---

2.
Here is a structure of composition C11H5CrN2O5 at a distorted geometry from the Open Molecules 2025 dataset. Energies are from ωB97M-V/def2-TZVPD.

Structure (XYZ):
```
24
Properties=species:S:1:pos:R:3:nbo_charge:R:1
Cr -0.88 0.09 -1.85 -0.56
O 2.20 0.09 -2.64 -0.36
O -3.44 -0.02 -0.02 -0.40
O -0.79 -2.84 -0.89 -0.37
O -0.67 3.07 -1.08 -0.37
O 0.00 0.10 -4.91 -0.32
N 3.56 -2.25 2.55 0.04
N -0.03 0.12 0.49 -0.50
C -0.80 1.97 -1.45 0.64
C 1.16 0.12 -2.15 0.62
C -0.85 -1.76 -1.34 0.64
C 0.99 0.17 2.99 -0.11
C -0.60 0.91 1.37 0.24
C 2.65 -1.54 2.34 0.24
C 1.55 -0.67 2.03 0.00
C -2.60 0.01 -0.83 0.60
C 1.01 -0.69 0.72 0.22
C -0.54 0.10 -3.90 0.64
C -0.09 0.98 2.68 -0.14
H 1.43 -1.34 -0.07 0.26
H 1.42 0.19 3.99 0.29
H -0.59 1.66 3.37 0.29
H -2.61 0.03 -2.47 0.16
H -1.47 1.52 1.09 0.25
```

As for the spin multiplicity: 4. The charge is +2. For the HOMO energy (alpha / beta), the calculation gives -16.020 / -16.694 eV. The LUMO energy (alpha / beta) comes out at -9.1 / -13.2 eV.

---

3.
Here is a structure of composition C4H8Cl3O4P at a distorted geometry from the Open Molecules 2025 dataset. Energies are from ωB97M-V/def2-TZVPD.

Structure (XYZ):
```
20
Properties=species:S:1:pos:R:3:nbo_charge:R:1
Cl 0.98 -0.24 3.43 -0.30
Cl 2.54 1.20 -2.41 0.03
Cl 2.33 -2.21 0.18 0.01
P -0.59 -1.56 0.52 2.51
O -0.60 -1.88 -0.86 -1.04
O 1.09 -0.05 0.30 -0.54
O -0.51 -2.34 1.74 -1.08
O -1.49 -0.27 0.75 -0.82
C 2.04 -0.56 -0.46 0.31
C 2.69 -0.29 -1.58 -0.34
C 0.65 1.28 0.22 -0.26
C -2.05 -0.13 2.07 -0.25
H 0.05 1.58 -0.57 0.21
H 1.56 1.99 0.33 0.20
H 3.61 -0.95 -1.78 0.26
H -3.17 0.20 1.85 0.19
H 0.40 -1.26 3.07 0.29
H -1.92 -0.98 2.63 0.21
H -1.65 0.72 2.53 0.18
H 0.19 1.63 1.13 0.22
```

As for the spin multiplicity: 1. For the HOMO energy, the calculation gives -9.633 eV. The LUMO energy comes out at 0.4 eV.

---

4.
Here is a structure of composition C47H46I2N5O3PRe from the Open Molecules 2025 dataset. Energies are from ωB97M-V/def2-TZVPD.

Structure (XYZ):
```
105
Properties=species:S:1:pos:R:3:lowdin_spin:R:1
Re -0.13 0.21 -0.58 2.34
I 0.30 -0.85 4.27 0.00
I -4.72 2.09 5.63 0.00
P 0.70 2.62 -0.06 0.05
O -0.57 0.15 1.42 0.05
O 1.91 0.86 0.77 0.06
O 4.05 0.20 0.81 0.02
N -2.62 0.95 -0.51 0.06
N 0.92 -1.63 -0.37 0.04
N 0.08 0.06 -2.39 0.02
N -2.15 -1.75 0.07 0.05
N 2.07 -3.43 -0.79 0.01
C 1.62 -0.15 -4.25 0.04
C -0.59 -1.18 -4.44 0.04
C -2.78 -3.78 1.15 0.00
C -4.11 -3.36 1.20 0.00
C 1.32 2.81 2.70 0.00
C 2.71 4.40 -1.02 0.00
C 1.54 -2.03 0.80 0.01
C -2.25 0.68 4.59 0.00
C 4.80 2.76 -0.22 0.00
C -1.99 -1.58 -4.02 0.01
C -3.75 0.03 -0.41 0.01
C -2.86 -0.38 -3.67 0.00
C -0.93 3.44 -2.16 0.00
C -0.70 3.89 2.08 0.00
C 3.17 1.02 0.57 0.01
C -1.67 4.31 -2.95 0.00
C -1.34 0.26 3.64 0.00
C -0.22 -1.62 -5.71 -0.01
C -0.06 3.84 4.39 0.00
C -1.11 6.12 -1.49 0.00
C 1.00 -1.36 -6.28 0.06
C 5.07 3.98 -0.81 0.00
C 2.35 2.11 -3.40 0.00
C -0.37 5.26 -0.70 0.00
C -3.34 1.45 4.20 0.00
C -0.95 4.22 3.40 0.00
C 4.02 4.79 -1.21 0.00
C 2.73 0.65 -3.60 0.01
C 3.31 -0.02 -2.36 0.01
C -0.27 3.90 -1.02 0.01
C 0.34 -0.42 -3.65 -0.01
C -2.56 1.41 1.92 0.00
C -1.46 0.59 2.27 0.01
C -1.96 -2.64 -2.93 0.00
C -2.70 1.97 0.54 0.01
C 1.90 -0.62 -5.53 -0.01
C -1.85 -2.94 0.58 0.00
C -1.77 5.65 -2.62 0.00
C -3.48 1.81 2.88 0.00
C -4.42 -2.12 0.69 0.00
C 1.09 3.14 4.03 0.00
C -3.40 -1.34 0.14 0.00
C 1.27 -2.49 -1.31 0.03
C 2.42 3.18 -0.40 0.00
C 3.48 2.36 -0.02 0.00
C 0.42 3.16 1.69 0.00
C 2.25 -3.16 0.55 0.00
H -4.87 -3.99 1.64 0.00
H -3.66 2.51 0.48 0.00
H 1.52 2.21 -2.71 0.00
H -1.18 7.17 -1.23 0.00
H 4.19 0.52 -2.01 0.00
H 2.21 2.24 2.47 0.00
H -3.88 -0.71 -3.47 0.00
H 0.15 5.65 0.17 0.00
H 5.58 2.08 0.09 0.00
H 1.92 5.04 -1.38 0.00
H -2.97 -2.90 -2.60 0.00
H 6.10 4.29 -0.97 0.00
H 2.88 -3.75 1.18 0.00
H 2.49 -4.18 -1.31 0.00
H -1.48 -3.55 -3.30 0.00
H -1.92 2.70 0.33 0.00
H -2.17 3.93 -3.84 0.00
H 3.19 2.68 -3.00 0.00
H 3.62 -1.04 -2.58 0.00
H -4.31 2.43 2.58 0.00
H 2.88 -0.39 -5.95 0.00
H -0.84 2.40 -2.44 0.00
H -2.36 6.32 -3.23 0.00
H 4.23 5.74 -1.69 0.00
H 2.05 2.55 -4.35 0.00
H -2.44 -2.04 -4.90 0.00
H 1.80 2.84 4.78 0.00
H -4.51 0.46 0.25 0.00
H -2.88 0.33 -4.50 0.00
H -0.96 -2.19 -6.27 0.00
H 1.25 -1.71 -7.27 0.00
H 3.55 0.64 -4.33 0.00
H -1.43 4.22 1.35 0.00
H -2.66 1.43 -1.41 0.00
H 1.44 -1.45 1.70 0.00
H -2.11 0.40 5.62 0.00
H -0.81 -3.24 0.53 0.00
H -5.43 -1.74 0.73 0.00
H -1.85 4.76 3.66 0.00
H -2.46 0.12 -2.80 0.00
H -1.41 -2.30 -2.05 0.00
H -0.25 4.08 5.43 0.00
H 0.99 -2.45 -2.35 0.00
H -4.23 -0.09 -1.38 0.00
H 2.59 -0.06 -1.54 0.00
H -2.47 -4.74 1.55 0.00
```

As for the spin multiplicity: 4. For the HOMO energy (alpha / beta), the calculation gives -6.240 / -7.552 eV. The LUMO energy (alpha / beta) comes out at 0.3 / 0.3 eV.

---

In order of appearance, energy relative to the best compared isomer or geometry (same formula, charge and spin) = 0.606; 0.824; 1.729; 0.196 eV.